7 unconnected molecules or ions with the total composition C4H22N2O7S in a non-equilibrium geometry, computed with ωB97M-V/def2-TZVPD.

## Properties
E: -32653.1536 eV
Frontier orbital gap: 9.094 eV
Charge: 0
Energy relative to the best compared isomer or geometry (same formula, charge and spin): 38.18 kcal/mol
HOMO level: -8.8 eV
SMILES string: NC[C@@H](CS)NC=O.O.O.O.O.O.O
LUMO level: 0.29 eV

Structure (XYZ):
```
36
Properties=species:S:1:pos:R:3:forces:R:3:nbo_charge:R:1
N 0.337 -1.345 -0.549 0.2923 -0.1468 0.7193 -0.85
C -0.352 -0.053 -0.374 1.1172 -0.2054 -1.9085 -0.22
C -0.484 0.587 -1.827 -0.9182 -0.3152 1.2519 -0.10
C -1.970 0.514 -2.167 -0.5864 -0.9091 -0.0709 -0.52
S -2.572 -1.083 -2.772 -0.1037 -0.6728 -0.9644 -0.05
N -0.071 1.984 -1.951 -0.5191 -0.0468 0.6348 -0.61
C -0.644 2.987 -1.247 1.4053 1.3815 0.3535 0.54
O -1.349 2.978 -0.256 -0.8016 -1.2701 -0.1219 -0.66
H 1.339 -1.207 -0.456 0.0657 0.2345 -0.0338 0.35
H 0.144 -1.906 0.277 -0.1601 -0.2000 -0.1168 0.37
H 0.177 0.623 0.294 -0.2194 0.0840 0.1977 0.20
H -1.344 -0.319 -0.045 -0.2267 0.3014 0.4752 0.19
H 0.058 -0.054 -2.525 0.1705 0.4242 0.0373 0.25
H -2.631 0.623 -1.303 0.3898 1.0802 -0.1757 0.22
H -2.222 1.163 -3.007 -0.1423 0.1916 0.2947 0.23
H -2.160 -1.965 -1.852 0.2282 0.3182 0.2732 0.13
H 0.707 2.258 -2.525 -0.1206 -0.1981 -0.1946 0.42
H -0.295 3.990 -1.552 0.1671 -0.2186 -0.5049 0.11
O -2.043 1.354 2.057 0.0637 -0.2402 1.4696 -0.98
H -2.176 1.535 1.123 0.5795 0.8575 -0.1475 0.52
H -1.501 2.020 2.526 -0.5684 -0.2406 -1.1983 0.50
O 0.491 -2.860 2.709 -0.2144 0.2350 0.1627 -0.97
H 0.803 -3.260 3.521 0.1534 -0.3149 0.1901 0.48
H -0.265 -2.296 2.987 0.0229 -0.0916 -0.3812 0.51
O 2.259 -0.829 2.288 -0.6388 -0.8996 0.1083 -0.99
H 1.818 -0.352 2.989 0.2162 0.9494 0.2601 0.47
H 1.697 -1.646 2.378 0.6064 0.1169 -0.6415 0.50
O -1.591 -1.165 2.838 -0.5777 0.9151 0.2037 -1.00
H -1.688 -0.194 2.640 0.5653 -0.4012 -0.4079 0.51
H -2.464 -1.290 3.221 -0.0725 -0.6535 0.1622 0.48
O 2.526 -0.902 -2.999 -0.6373 -0.4984 0.4531 -0.94
H 1.980 -1.267 -2.274 0.1858 -0.0315 -0.6878 0.48
H 2.931 -0.152 -2.574 0.3849 0.5050 0.2062 0.46
O 3.315 0.713 0.076 -1.5383 1.4339 -0.8467 -1.01
H 4.153 0.794 -0.364 0.5331 -0.9093 0.5618 0.49
H 3.088 0.020 0.696 0.8985 -0.5646 0.3871 0.52
```
Forces are in eV/Å.

=====

2 unconnected molecules or ions with the total composition C9H16N3 in a non-equilibrium geometry, computed with ωB97M-V/def2-TZVPD.

## Properties
E: -14057.4223 eV
Frontier orbital gap: 9.168 eV
Charge: +1
Energy relative to the best compared isomer or geometry (same formula, charge and spin): 15.72 kcal/mol
HOMO level: -12.1 eV
LUMO level: -2.89 eV

Structure (XYZ):
```
28
Properties=species:S:1:pos:R:3:forces:R:3:nbo_charge:R:1
C 2.489 -0.585 0.826 0.3567 -0.2847 0.4334 -0.64
C 0.625 0.494 2.091 -1.1252 0.2695 0.3790 -0.24
C 1.079 -0.585 1.349 0.5597 -0.1629 -0.0519 -0.02
C -0.629 0.437 2.704 0.1807 -0.1082 -0.4513 -0.20
C 0.257 -1.702 1.187 0.0545 0.4365 -0.1921 -0.23
C -1.494 -0.611 2.418 0.0272 0.1094 0.0754 -0.23
C -1.065 -1.658 1.617 0.4220 -0.3871 0.3562 -0.22
H 1.139 1.442 2.209 0.6364 -0.3481 0.0156 0.22
H -0.904 1.210 3.404 -0.2151 0.1941 -0.0527 0.23
H 3.193 -0.716 1.657 -0.1046 0.1631 -0.0935 0.24
H 2.753 0.348 0.336 -0.0047 0.1978 -0.0791 0.20
H 0.679 -2.594 0.734 -0.2285 0.1189 -0.1612 0.22
H -2.479 -0.630 2.854 -0.1851 -0.0167 0.0542 0.23
H -1.698 -2.514 1.445 -0.1883 -0.0667 -0.0259 0.22
H 2.700 -1.409 0.153 -0.1771 -0.0879 -0.2350 0.22
C -2.182 0.103 -1.813 -0.7877 -0.1536 -0.4944 -0.45
C 0.126 0.895 -2.043 0.1587 -0.9286 0.3785 0.68
N -0.890 0.159 -2.468 0.3441 0.5795 -0.3953 -0.53
N 0.065 1.481 -0.850 -0.8013 0.1071 0.3154 -0.77
N 1.306 0.810 -2.687 0.9124 1.0919 -0.2205 -0.77
H -0.724 -0.313 -3.343 -0.2085 -0.3310 0.1456 0.43
H -0.692 1.202 -0.241 0.0452 0.0251 0.0636 0.43
H 0.461 2.374 -0.604 0.5149 -0.1605 -0.3303 0.44
H 2.100 1.211 -2.206 -0.1518 -0.0550 0.1973 0.42
H 1.435 0.925 -3.683 -0.6298 -0.3255 -0.0891 0.43
H -2.558 1.101 -1.585 0.2449 -0.0282 0.3433 0.23
H -2.165 -0.576 -0.964 0.1124 0.2469 0.2984 0.23
H -2.927 -0.300 -2.498 0.2381 -0.0951 -0.1836 0.25
```
Forces are in eV/Å.

=====

A molecular structure, C48H58AsCrF5N2O2P2Si3 in a non-equilibrium geometry, computed with ωB97M-V/def2-TZVPD.

## Properties
Multiplicity: 4
E: -202846.0418 eV
Frontier orbital gap (spin up / spin down): 6.362 / 7.761 eV
Charge: +1
Energy relative to the best compared isomer or geometry (same formula, charge and spin): 4.72 kcal/mol
HOMO level (spin up / spin down): -10.6 / -10.6 eV
⟨S²⟩: 3.8900
LUMO level (spin up / spin down): -4.25 / -2.89 eV

Structure (XYZ):
```
122
Properties=species:S:1:pos:R:3:forces:R:3:mulliken_spin:R:1
Cr -0.348 0.128 -0.317 -0.5746 -0.0174 1.0890 3.11
C -1.036 1.314 3.412 -0.7790 -0.7332 0.6807 -0.02
N 0.237 0.648 3.659 -0.8116 -0.4795 1.0103 -0.01
C 1.397 0.924 2.908 0.4188 -0.2865 0.3037 -0.04
P 1.597 -0.134 1.426 0.6129 -0.2777 -1.1837 0.02
C 3.220 0.537 0.791 -0.3702 -0.5677 0.3589 -0.08
C 3.181 1.701 0.044 -0.5700 -0.4523 -0.0426 -0.01
C 4.257 2.092 -0.723 -0.5702 1.4627 -1.8619 0.01
C 5.406 1.351 -0.726 0.6259 -0.7273 1.6643 0.00
C 5.545 0.282 0.205 -0.0746 1.6469 -1.4235 0.00
C 4.445 -0.124 0.913 -0.1244 -1.6762 0.5222 -0.01
C 1.999 -1.839 1.941 0.3690 0.9531 0.6054 0.00
C 2.760 -2.062 3.093 -0.1236 0.3436 0.6885 -0.01
C 3.295 -3.317 3.352 -0.4330 0.4039 -1.5908 0.00
C 3.058 -4.344 2.443 0.3280 0.1785 0.1050 0.00
C 2.296 -4.122 1.312 -0.2147 -1.0267 0.0815 0.00
C 1.777 -2.879 1.068 -1.4418 0.4326 -1.3278 0.00
C 0.331 0.218 5.027 0.0038 0.9674 0.0955 0.00
C 0.989 1.031 5.961 -0.2510 -1.5311 0.5235 0.00
C 1.015 0.615 7.289 0.2733 0.5340 0.9782 0.00
C 0.289 -0.493 7.735 -0.4608 0.2135 -0.2136 0.00
C -0.482 -1.199 6.804 0.7147 -0.1706 0.1026 0.00
C -0.423 -0.869 5.451 0.2471 0.1562 0.0942 0.00
P -1.309 1.975 1.719 -0.1992 -0.7148 0.3865 0.13
C -0.797 3.697 1.770 0.4840 -0.5494 0.2464 -0.03
C 0.196 4.245 2.586 -0.5855 -1.7805 0.1695 -0.01
C 0.509 5.557 2.512 1.7756 0.8512 1.4388 0.00
C -0.061 6.369 1.547 0.1139 0.6388 0.1608 -0.01
C -1.003 5.834 0.710 -1.0590 -0.1767 -0.5223 0.00
C -1.397 4.500 0.855 -1.0737 1.4234 -0.7034 0.00
C -3.150 1.990 1.732 0.8707 0.9159 0.2015 -0.02
C -3.936 2.671 2.706 -0.0804 -1.4052 -1.0769 -0.01
C -5.325 2.526 2.598 0.3815 -0.8315 0.0124 0.00
C -5.885 1.653 1.632 0.1435 1.2283 0.2458 0.00
C -5.071 1.088 0.674 -0.3680 0.3501 0.0740 0.00
C -3.705 1.298 0.684 -0.9058 -0.1556 0.6772 -0.01
H -1.326 2.028 4.242 0.5607 -0.1996 -0.9257 0.00
H -1.840 0.537 3.494 0.5429 0.4406 -0.2158 0.00
H 2.335 0.773 3.471 -0.4757 0.1682 0.0699 0.00
H 1.402 1.937 2.555 0.3682 0.6946 -0.4491 0.01
H 2.238 2.193 -0.095 -0.3415 0.4864 0.1855 0.02
H 4.084 2.928 -1.478 0.5029 -1.0343 1.2440 0.00
H 6.241 1.633 -1.327 0.3925 0.0970 -0.4187 0.00
H 6.507 -0.185 0.295 0.0957 -0.3977 0.0446 0.00
H 4.550 -1.094 1.446 -0.3441 0.9395 -0.0981 0.00
H 2.931 -1.267 3.839 -0.0126 -0.3356 -0.5924 0.00
H 4.029 -3.423 4.095 0.4415 -0.3039 1.2409 0.00
H 3.525 -5.302 2.580 0.0363 -0.2868 0.1525 0.00
H 2.080 -4.962 0.647 0.1456 0.3375 0.0915 0.00
H 1.129 -2.701 0.168 0.7799 -0.2547 0.9698 0.07
H 1.490 1.939 5.718 0.3190 0.4938 -0.4899 0.00
H 1.578 1.231 8.023 -0.4572 -0.5237 -0.5482 0.00
H 0.230 -0.757 8.804 0.2435 0.1627 -0.7072 0.00
H -1.029 -2.071 7.143 -0.1770 0.1053 -0.1377 0.00
H -0.944 -1.412 4.677 -0.1844 -0.2965 0.0630 0.00
H 0.651 3.617 3.339 0.0961 0.0848 0.1463 0.00
H 1.255 5.865 3.298 -0.8684 0.3338 -1.2072 0.00
H 0.147 7.427 1.497 0.2286 0.0176 -0.0061 0.00
H -1.548 6.451 -0.015 0.3778 -0.1310 0.3396 0.00
H -2.318 4.178 0.366 0.4246 -0.1021 -0.3285 0.00
H -3.412 3.136 3.528 -0.3590 0.4434 0.0125 0.00
H -6.002 2.981 3.303 0.0796 0.2156 0.1829 0.00
H -6.973 1.554 1.565 0.4714 -0.0947 0.1396 0.00
H -5.511 0.550 -0.129 -0.3023 -0.5450 -0.5328 0.00
H -3.116 0.886 -0.097 0.4726 -0.2922 -0.4384 0.03
O 1.943 0.480 -2.540 0.0542 -0.7794 0.9004 0.01
H 2.266 0.927 -1.746 0.2190 -0.0560 -0.2303 0.01
H 1.826 1.165 -3.181 -0.1842 0.7239 -0.7130 0.00
N -1.387 -2.009 1.894 -0.3051 -0.3116 0.4504 0.08
C -1.106 -1.234 1.092 0.4551 1.0288 -1.2046 -0.08
F -1.975 6.399 -3.123 -0.0196 1.0989 -0.1704 0.00
C -1.818 5.177 -2.682 2.3513 -0.7841 0.2086 0.01
C -2.879 4.331 -2.657 -0.8602 -1.0855 0.3979 0.00
F -4.083 4.746 -3.050 0.0768 0.1007 0.0507 0.00
C -2.748 3.011 -2.210 0.5910 -0.2085 0.0027 -0.01
F -3.830 2.227 -2.145 0.0080 0.1051 -0.1576 0.00
C -1.502 2.471 -1.874 0.4890 1.7897 -0.7612 -0.04
O -1.312 1.229 -1.545 0.5320 -1.8093 0.4817 -0.34
C -0.383 3.351 -2.010 -1.4624 1.4983 -0.0310 0.05
F 0.822 2.950 -1.653 1.0919 -0.8062 0.4232 0.01
C -0.505 4.697 -2.340 -2.1965 -0.1216 -0.3743 -0.01
F 0.515 5.559 -2.326 -0.1520 -0.5023 -0.0327 0.00
C -3.313 -2.915 -1.113 0.6779 0.4468 -0.2905 0.00
Si -1.634 -3.627 -1.603 -0.3757 -0.1345 -2.0959 0.01
C -0.934 -4.653 -0.280 -0.8134 -0.0523 0.8615 0.01
C -2.074 -4.696 -3.169 0.6502 1.6834 0.1618 -0.01
As -0.083 -1.884 -2.158 -0.2741 0.4279 -0.6800 0.11
Si 2.046 -2.767 -2.936 -0.1359 -0.3102 -0.4911 0.00
C 3.285 -2.517 -1.591 0.3306 0.3675 0.4970 0.00
C 2.649 -1.860 -4.474 -0.6647 -0.7582 -1.5706 0.00
C 1.955 -4.578 -3.410 -0.3535 -0.5727 -0.4241 -0.01
Si -0.995 -1.257 -4.351 -0.8856 0.8553 -0.1186 -0.01
C -2.838 -0.843 -4.081 0.7101 0.1143 -0.6683 0.01
C -0.653 -2.524 -5.682 0.5844 0.1381 0.8023 0.00
C -0.340 0.373 -5.021 0.7773 0.0338 0.3504 0.01
H -3.328 -1.817 -1.080 -0.0812 -0.2616 -0.1114 0.01
H -3.459 -3.249 -0.109 -0.3750 -0.1968 0.8755 0.00
H -4.124 -3.293 -1.741 0.1875 0.1132 0.0004 0.00
H -1.673 -5.469 -0.285 0.1287 0.0346 0.5839 0.00
H -0.984 -4.053 0.640 -0.1737 -0.4824 -0.0084 0.00
H 0.029 -5.109 -0.321 0.7302 -0.1544 -0.4681 0.00
H -2.567 -5.572 -2.806 -0.5771 -0.5880 0.1847 0.00
H -1.260 -5.017 -3.821 0.0568 0.0729 0.1692 0.00
H -2.771 -4.065 -3.761 0.2492 -0.5663 0.2224 0.00
H 2.923 -1.723 -0.902 0.6478 -0.4004 -0.5126 0.03
H 4.238 -2.223 -2.076 -0.3858 -0.0065 0.4110 0.00
H 3.457 -3.430 -1.000 -0.0392 0.3591 -0.2301 0.00
H 3.282 -1.069 -4.104 0.0728 0.5175 -0.3397 0.00
H 1.863 -1.525 -5.214 0.8549 0.1697 1.2616 0.00
H 3.240 -2.536 -5.159 -0.2105 0.3667 1.0799 0.00
H 1.417 -5.255 -2.695 0.4347 0.5806 -0.7226 0.00
H 3.011 -4.937 -3.517 -0.7731 0.2536 0.1283 0.00
H 1.496 -4.632 -4.439 0.2867 -0.2058 1.0610 0.00
H -3.548 -1.624 -4.288 -0.2598 -0.4354 -0.0714 0.00
H -3.104 0.039 -4.691 0.1657 -0.4050 0.1120 0.00
H -2.944 -0.546 -3.062 -0.2405 0.2681 0.8800 0.00
H -1.090 -3.471 -5.468 -0.4558 -0.7783 0.0255 0.00
H 0.410 -2.683 -5.827 0.1273 -0.0457 0.0309 0.00
H -1.026 -2.146 -6.609 -0.4725 0.2986 -0.6554 0.00
H 0.638 0.205 -5.518 -0.4094 0.4713 0.4282 0.00
H -0.282 1.082 -4.183 0.3571 -0.0562 -0.1869 0.00
H -1.009 0.857 -5.738 -0.1105 -0.4062 -0.0789 0.00
```
Forces are in eV/Å.

=====

Q: Which formula does entry 1 have?
A: C4H22N2O7S

=====

Q: What is the charge in the third record?
A: +1